[1]
Below is a single C22H31N3O4 molecule, with properties calculated with ωB97M-V with the def2-TZVPD basis set.

ΔE to the lowest compared entry with this formula, charge and spin: 41.9 kJ/mol
Total charge: 0
HOMO-LUMO gap: 9.7 eV
Energy: -1322.2353 a.u.
HOMO: -9.18 eV
SMILES: CCOC(=O)[C@@]1(CC(=O)N[C@@H](Cc2cccnc2)C2CCCC2)CCCNC1=O

Each line ends with the Löwdin charge.
CARTESIAN COORDINATES (ANGSTROEM)
C (-3.351, 1.063, 1.166)  -0.057
C (-3.519, -0.071, 0.188)  -0.188
O (-2.432, 0.008, -0.762)  0.012
C (-2.419, -0.959, -1.680)  -0.452
O (-3.298, -1.765, -1.826)  0.146
C (-1.118, -0.963, -2.493)  -0.255
C (-0.060, -1.734, -1.670)  -0.007
C (-0.102, -1.497, -0.162)  -0.482
O (-0.785, -2.209, 0.561)  0.066
N (0.677, -0.499, 0.296)  0.125
C (0.651, -0.080, 1.692)  -0.257
C (1.402, -1.121, 2.546)  -0.087
C (2.823, -1.346, 2.106)  -0.199
C (3.132, -2.281, 1.124)  -0.025
C (4.446, -2.432, 0.714)  -0.063
C (5.419, -1.639, 1.304)  -0.161
N (5.154, -0.749, 2.255)  0.061
C (3.885, -0.619, 2.635)  -0.104
C (1.217, 1.347, 1.745)  -0.252
C (0.220, 2.347, 1.094)  -0.134
C (-0.434, 3.142, 2.245)  -0.180
C (-0.020, 2.414, 3.525)  -0.185
C (1.370, 1.890, 3.175)  -0.158
C (-1.376, -1.678, -3.823)  -0.120
C (-2.352, -0.886, -4.681)  -0.161
C (-1.787, 0.486, -4.997)  -0.170
N (-1.227, 1.118, -3.803)  0.100
C (-0.643, 0.470, -2.761)  -0.401
O (0.203, 1.022, -2.077)  0.070
H (-4.180, 1.058, 1.875)  0.086
H (-2.422, 0.960, 1.725)  0.055
H (-3.343, 2.025, 0.652)  0.085
H (-3.465, -1.046, 0.672)  0.131
H (-4.460, -0.009, -0.359)  0.127
H (-0.252, -2.798, -1.802)  0.137
H (0.928, -1.499, -2.068)  0.135
H (0.981, 0.167, -0.402)  0.118
H (-0.390, -0.080, 2.032)  0.141
H (1.369, -0.824, 3.594)  0.114
H (0.846, -2.056, 2.464)  0.115
H (2.344, -2.890, 0.697)  0.116
H (4.716, -3.154, -0.045)  0.099
H (6.458, -1.730, 1.007)  0.100
H (3.702, 0.110, 3.419)  0.108
H (2.179, 1.342, 1.227)  0.143
H (0.736, 3.014, 0.404)  0.112
H (-0.520, 1.812, 0.496)  0.086
H (-0.041, 4.161, 2.267)  0.107
H (-1.516, 3.223, 2.134)  0.091
H (-0.027, 3.059, 4.404)  0.108
H (-0.695, 1.578, 3.731)  0.106
H (1.750, 1.165, 3.892)  0.089
H (2.076, 2.725, 3.159)  0.124
H (-0.421, -1.800, -4.345)  0.136
H (-1.771, -2.670, -3.610)  0.128
H (-2.553, -1.408, -5.617)  0.120
H (-3.302, -0.793, -4.153)  0.116
H (-1.002, 0.394, -5.756)  0.121
H (-2.561, 1.139, -5.402)  0.118
H (-0.840, 2.042, -3.930)  0.148



[2]
Below is a single C22H31N3O4S molecule in a non-equilibrium geometry, with properties calculated with ωB97M-V with the def2-TZVPD basis set.

ΔE to the lowest compared entry with this formula, charge and spin: 224.6 kJ/mol
Total charge: 0
HOMO-LUMO gap: 9.7 eV
Energy: -1720.3160 a.u.
HOMO: -9.22 eV
SMILES: CCCCN(Cc1ccccc1)C(=O)C1CCN(S(=O)(=O)c2c(C)noc2C)CC1

Each line ends with the Löwdin charge.
CARTESIAN COORDINATES (ANGSTROEM)
C (-3.213, -3.750, -0.722)  -0.106
C (-3.975, -2.450, -0.485)  -0.250
C (-4.059, -2.073, 0.994)  -0.167
C (-2.794, -1.382, 1.522)  -0.150
N (-2.551, -0.090, 0.917)  -0.035
C (-3.444, 0.982, 1.342)  -0.088
C (-4.763, 1.003, 0.613)  -0.218
C (-5.963, 0.984, 1.313)  -0.058
C (-7.171, 1.001, 0.636)  -0.085
C (-7.190, 1.033, -0.747)  -0.092
C (-5.998, 1.062, -1.451)  -0.074
C (-4.791, 1.053, -0.775)  -0.034
C (-1.581, 0.234, 0.024)  -0.423
O (-1.516, 1.359, -0.440)  0.057
C (-0.567, -0.845, -0.356)  -0.218
C (0.101, -0.536, -1.705)  -0.107
C (1.092, 0.622, -1.616)  -0.183
N (2.057, 0.343, -0.570)  -0.236
S (3.452, 1.256, -0.578)  0.683
O (3.827, 1.488, -1.940)  -0.269
O (3.375, 2.375, 0.321)  -0.276
C (4.563, 0.070, 0.115)  -0.175
C (4.857, -1.203, -0.451)  -0.319
C (4.294, -1.748, -1.704)  -0.010
N (5.709, -1.837, 0.306)  0.115
O (6.003, -1.031, 1.362)  0.025
C (5.320, 0.118, 1.255)  -0.276
C (5.477, 1.168, 2.284)  0.016
C (1.435, 0.243, 0.729)  -0.186
C (0.509, -0.971, 0.737)  -0.106
H (-3.732, -4.582, -0.251)  0.074
H (-2.207, -3.706, -0.309)  0.058
H (-3.134, -3.955, -1.786)  0.073
H (-4.988, -2.565, -0.876)  0.110
H (-3.508, -1.633, -1.038)  0.094
H (-4.225, -2.973, 1.590)  0.117
H (-4.911, -1.411, 1.147)  0.092
H (-1.936, -2.035, 1.375)  0.104
H (-2.908, -1.229, 2.602)  0.127
H (-2.919, 1.922, 1.143)  0.134
H (-3.610, 0.888, 2.420)  0.127
H (-5.954, 0.955, 2.394)  0.112
H (-8.097, 0.986, 1.192)  0.102
H (-8.132, 1.041, -1.275)  0.100
H (-6.008, 1.099, -2.530)  0.104
H (-3.862, 1.099, -1.321)  0.109
H (-1.087, -1.799, -0.464)  0.113
H (-0.663, -0.287, -2.442)  0.126
H (0.627, -1.433, -2.040)  0.118
H (1.650, 0.731, -2.546)  0.119
H (0.550, 1.552, -1.410)  0.124
H (4.399, -1.004, -2.491)  0.084
H (3.231, -1.940, -1.570)  0.072
H (4.804, -2.667, -1.975)  0.087
H (5.230, 0.772, 3.268)  0.095
H (4.820, 1.998, 2.036)  0.071
H (6.509, 1.512, 2.311)  0.098
H (2.229, 0.127, 1.470)  0.122
H (0.873, 1.157, 0.963)  0.136
H (0.055, -1.064, 1.725)  0.116
H (1.106, -1.865, 0.543)  0.127



[3]
Below is a molecular structure, C22H32BN7Sn in a non-equilibrium geometry, with properties calculated with ωB97M-V with the def2-TZVPD basis set.

ΔE to the lowest compared entry with this formula, charge and spin: 0.0 kJ/mol
Total charge: +2
HOMO-LUMO gap (spin up / spin down): 5.5 / 5.7 eV
Energy: -1479.4055 a.u.
HOMO (spin up / spin down): -14.53 / -14.55 eV

Each line ends with the Löwdin charge.
CARTESIAN COORDINATES (ANGSTROEM)
H (0.800, 3.011, -0.854)  0.125
N (0.115, 1.400, -2.126)  -0.128
B (-0.430, -0.161, -4.067)  -0.465
N (-0.043, 1.250, -3.478)  0.001
C (0.219, 2.447, -4.066)  0.008
Sn (-0.097, -0.300, -0.765)  1.530
H (0.142, 2.610, -5.139)  0.151
C (0.595, 3.334, -3.062)  -0.025
H (0.902, 4.366, -3.186)  0.122
C (0.537, 2.663, -1.853)  -0.093
H (-0.416, -0.099, -5.275)  0.132
C (-2.291, -2.565, 1.017)  -0.056
H (-1.891, -3.040, 1.937)  0.032
H (-1.426, -2.177, 0.339)  -0.055
H (-2.844, -3.420, 0.584)  0.041
N (-1.878, -0.545, -3.607)  -0.065
N (0.498, -1.349, -3.635)  -0.009
N (-2.225, -0.682, -2.297)  -0.029
N (0.624, -1.738, -2.335)  -0.129
C (-2.928, -0.794, -4.423)  -0.026
C (1.229, -2.188, -4.395)  0.000
H (-2.793, -0.700, -5.491)  0.133
H (1.351, -2.077, -5.443)  0.136
C (-4.011, -1.106, -3.595)  -0.021
C (1.814, -3.126, -3.556)  -0.017
C (-3.530, -1.022, -2.271)  -0.101
C (1.402, -2.861, -2.253)  -0.082
H (-4.992, -1.347, -3.924)  0.100
H (2.497, -3.881, -3.828)  0.106
H (-4.072, -1.194, -1.370)  0.105
H (1.634, -3.429, -1.340)  0.131
H (-2.957, -1.725, 1.282)  0.030
C (-0.178, 0.592, 5.978)  -0.024
C (-0.313, 0.962, 4.522)  -0.209
C (-1.126, 2.049, 4.205)  0.062
C (-1.301, 2.442, 2.882)  -0.221
C (-2.145, 3.650, 2.565)  -0.022
C (-0.634, 1.726, 1.887)  0.010
C (0.339, 0.733, 2.149)  -0.269
C (0.395, 0.280, 3.511)  0.059
N (1.177, 0.397, 1.071)  0.002
C (2.367, -0.478, 1.296)  -0.636
C (3.231, 0.176, 2.384)  -0.016
C (2.112, -1.936, 1.684)  -0.018
C (3.094, -0.425, -0.053)  -0.050
H (0.313, 1.395, 6.546)  0.104
H (-1.156, 0.427, 6.451)  0.101
H (0.428, -0.304, 6.118)  0.085
H (-1.575, 2.667, 4.997)  0.159
H (-3.161, 3.529, 2.962)  0.100
H (-1.723, 4.555, 3.024)  0.104
H (-2.218, 3.847, 1.493)  0.084
H (-0.828, 1.955, 0.840)  0.088
H (0.941, -0.632, 3.782)  0.109
H (2.796, 0.073, 3.384)  0.077
H (4.248, -0.249, 2.418)  0.114
H (3.298, 1.258, 2.196)  0.107
H (1.601, -2.491, 0.894)  0.063
H (3.089, -2.426, 1.811)  0.114
H (1.576, -2.063, 2.629)  0.082
H (4.042, -0.982, 0.045)  0.115
H (2.504, -0.915, -0.859)  0.035
H (3.272, 0.635, -0.338)  0.108



[4]
Below is 5 unconnected molecules or ions with the total composition C22H32Cl2N7O3 in a non-equilibrium geometry, with properties calculated with ωB97M-V with the def2-TZVPD basis set.

ΔE to the lowest compared entry with this formula, charge and spin: 0.0 kJ/mol
Total charge: +1
HOMO-LUMO gap: 7.9 eV
Energy: -2386.3347 a.u.
HOMO: -13.21 eV

Each line ends with the Löwdin charge.
CARTESIAN COORDINATES (ANGSTROEM)
O (-1.270, -6.954, 3.527)  0.134
N (-1.016, -5.916, 4.035)  0.012
O (-0.486, -5.025, 3.096)  -0.079
C (-1.527, -4.037, 2.948)  -0.201
C (-2.817, -4.481, 2.261)  0.163
C (-3.810, -3.297, 2.206)  -0.077
C (-5.278, -3.390, 1.599)  -0.102
C (-6.181, -4.135, 2.729)  -0.663
O (-6.108, -3.672, 3.898)  0.006
Cl (-7.254, -5.576, 2.346)  0.621
C (-3.283, -1.982, 2.781)  0.020
N (-2.064, -1.672, 3.392)  0.101
N (-1.308, -2.751, 3.432)  -0.433
Cl (0.223, -2.475, 4.236)  0.847
H (-3.033, -5.514, 1.849)  0.150
H (-5.276, -4.025, 0.638)  0.123
H (-5.750, -2.381, 1.334)  0.128
H (-4.012, -1.088, 2.704)  0.152
C (0.570, 1.926, 3.207)  -0.113
C (1.489, 2.538, 4.257)  -0.270
C (2.700, 1.658, 4.575)  -0.188
C (2.239, 0.333, 5.112)  -0.178
N (1.876, -0.710, 5.536)  0.056
H (0.140, 0.979, 3.549)  0.049
H (-0.263, 2.600, 2.991)  0.075
H (1.110, 1.741, 2.273)  0.067
H (0.913, 2.720, 5.171)  0.114
H (1.840, 3.510, 3.900)  0.099
H (3.334, 2.145, 5.320)  0.123
H (3.300, 1.492, 3.677)  0.078
C (1.882, 4.389, -0.732)  -0.115
C (3.327, 4.202, -1.179)  -0.273
C (3.981, 2.957, -0.575)  -0.177
C (3.996, 3.062, 0.923)  -0.170
N (4.007, 3.148, 2.103)  0.158
H (1.810, 4.537, 0.350)  0.064
H (1.448, 5.271, -1.209)  0.074
H (1.272, 3.521, -1.002)  0.072
H (3.901, 5.093, -0.905)  0.117
H (3.354, 4.126, -2.269)  0.065
H (5.008, 2.859, -0.936)  0.116
H (3.433, 2.056, -0.865)  0.114
C (2.922, 0.937, -5.424)  -0.117
C (3.022, 1.912, -6.592)  -0.270
C (3.618, 3.263, -6.191)  -0.178
C (2.753, 3.914, -5.149)  -0.187
N (2.072, 4.427, -4.329)  0.146
H (2.255, 1.312, -4.643)  0.064
H (2.519, -0.021, -5.762)  0.072
H (3.905, 0.755, -4.980)  0.076
H (2.024, 2.059, -7.018)  0.114
H (3.643, 1.467, -7.375)  0.111
H (3.681, 3.920, -7.063)  0.118
H (4.627, 3.135, -5.790)  0.118
C (-2.714, -3.450, -1.603)  -0.112
C (-2.614, -2.294, -2.593)  -0.258
C (-2.460, -0.935, -1.906)  -0.175
C (-3.653, -0.664, -1.034)  -0.188
N (-4.594, -0.451, -0.348)  0.138
H (-3.599, -3.361, -0.967)  0.043
H (-2.793, -4.401, -2.136)  0.081
H (-1.829, -3.493, -0.960)  0.073
H (-3.507, -2.291, -3.225)  0.119
H (-1.756, -2.462, -3.249)  0.115
H (-2.379, -0.143, -2.655)  0.121
H (-1.556, -0.914, -1.292)  0.117



[5]
Below is 5 unconnected molecules or ions with the total composition C22H32ClF12N3O9P in a non-equilibrium geometry, with properties calculated with ωB97M-V with the def2-TZVPD basis set.

Total charge: +1
HOMO-LUMO gap: 9.2 eV
Energy: -3698.7535 a.u.
HOMO: -12.21 eV

Each line ends with the Löwdin charge.
CARTESIAN COORDINATES (ANGSTROEM)
C (0.432, -6.743, -1.921)  -0.098
C (-1.060, -6.909, -1.700)  -0.719
Cl (-1.530, -8.619, -1.451)  0.652
C (-1.919, -6.282, -2.812)  -0.140
N (-3.147, -5.690, -2.255)  -0.018
C (-4.115, -6.378, -1.701)  -0.056
N (-5.160, -5.600, -1.525)  0.138
C (-4.811, -4.306, -1.903)  -0.031
C (-3.516, -4.334, -2.179)  -0.291
P (-2.272, -3.012, -2.399)  0.842
N (-2.795, -1.717, -1.461)  -0.146
O (-1.066, -3.720, -1.536)  -0.283
H (0.709, -7.110, -2.905)  0.092
H (0.947, -7.305, -1.154)  0.081
H (0.674, -5.695, -1.807)  0.069
H (-1.314, -6.370, -0.794)  0.096
H (-1.374, -5.530, -3.364)  0.117
H (-2.239, -7.051, -3.502)  0.126
H (-4.083, -7.412, -1.413)  0.147
H (-6.066, -5.889, -1.196)  0.182
H (-5.444, -3.445, -1.969)  0.132
H (-2.425, -0.847, -1.819)  0.034
H (-2.512, -1.799, -0.487)  0.065
H (-0.294, -3.154, -1.644)  0.013
C (-5.706, -0.188, 0.143)  -0.058
C (-4.726, 0.892, -0.263)  -0.215
O (-5.318, 2.194, -0.138)  0.042
C (-5.296, 2.711, 1.084)  -0.391
O (-4.835, 2.195, 2.057)  0.173
C (-5.902, 4.121, 1.073)  -0.547
F (-7.035, 4.174, 0.370)  0.181
F (-5.051, 4.994, 0.516)  0.168
F (-6.165, 4.526, 2.317)  0.161
H (-6.631, -0.096, -0.427)  0.087
H (-5.275, -1.173, -0.033)  0.052
H (-5.964, -0.106, 1.199)  0.083
H (-4.465, 0.783, -1.314)  0.115
H (-3.803, 0.837, 0.314)  0.121
C (-3.351, 5.345, 3.233)  -0.040
C (-2.287, 4.435, 2.660)  -0.195
O (-0.985, 4.722, 3.206)  0.034
C (-0.715, 4.179, 4.385)  -0.402
O (-1.441, 3.484, 5.030)  0.177
C (0.720, 4.536, 4.799)  -0.550
F (0.988, 5.827, 4.583)  0.172
F (1.598, 3.810, 4.087)  0.157
F (0.924, 4.280, 6.085)  0.180
H (-3.075, 6.391, 3.092)  0.094
H (-4.299, 5.163, 2.747)  0.040
H (-3.474, 5.183, 4.304)  0.091
H (-2.195, 4.599, 1.586)  0.125
H (-2.535, 3.385, 2.814)  0.113
C (2.289, 2.849, -0.744)  -0.049
C (2.890, 1.605, -0.130)  -0.183
O (2.150, 0.423, -0.526)  0.036
C (2.449, -0.084, -1.708)  -0.409
O (3.257, 0.318, -2.486)  0.196
C (1.608, -1.347, -1.945)  -0.521
F (0.306, -1.165, -1.592)  0.108
F (2.058, -2.379, -1.217)  0.170
F (1.616, -1.723, -3.215)  0.185
H (1.230, 2.925, -0.495)  0.080
H (2.803, 3.736, -0.377)  0.086
H (2.368, 2.829, -1.831)  0.083
H (2.822, 1.649, 0.954)  0.130
H (3.939, 1.495, -0.389)  0.108
C (10.325, 0.666, 0.390)  -0.057
C (8.879, 0.440, 0.771)  -0.195
O (8.123, 1.665, 0.692)  0.034
C (7.693, 2.008, -0.513)  -0.404
O (7.867, 1.407, -1.530)  0.176
C (6.878, 3.307, -0.418)  -0.541
F (7.476, 4.212, 0.358)  0.177
F (5.662, 3.059, 0.110)  0.146
F (6.694, 3.853, -1.613)  0.180
H (10.761, 1.456, 1.002)  0.085
H (10.901, -0.248, 0.532)  0.084
H (10.413, 0.972, -0.652)  0.080
H (8.807, 0.117, 1.808)  0.125
H (8.414, -0.328, 0.154)  0.124



[6]
Below is a molecular structure, C22H32MnNO3PSSb, with properties calculated with ωB97M-V with the def2-TZVPD basis set.

ΔE to the lowest compared entry with this formula, charge and spin: 50.2 kJ/mol
Total charge: +2
HOMO-LUMO gap (spin up / spin down): 6.5 / 7.7 eV
Energy: -3268.2800 a.u.
HOMO (spin up / spin down): -14.16 / -14.20 eV
Spin multiplicity: 5
Expectation value of S²: 6.287

Each line ends with the Löwdin spin population.
CARTESIAN COORDINATES (ANGSTROEM)
Mn (0.419, -0.505, -0.084)  4.125
S (1.771, 0.455, -4.208)  0.014
C (2.013, 1.944, -3.344)  0.003
C (2.480, 3.166, -3.827)  0.001
C (2.580, 4.209, -2.932)  0.001
C (2.231, 4.047, -1.581)  0.001
C (1.770, 2.838, -1.105)  0.001
C (1.664, 1.781, -2.007)  0.006
N (1.220, 0.491, -1.717)  0.034
C (1.220, -0.282, -2.776)  0.014
C (0.732, -1.662, -2.626)  -0.007
C (0.627, -2.584, -3.659)  -0.014
C (0.112, -3.848, -3.402)  0.029
C (-0.306, -4.196, -2.125)  -0.017
C (-0.204, -3.282, -1.075)  -0.002
C (0.312, -2.032, -1.350)  -0.230
H (2.755, 3.294, -4.865)  0.000
H (2.938, 5.169, -3.276)  0.000
H (2.330, 4.885, -0.905)  0.000
H (1.500, 2.711, -0.063)  0.001
H (0.936, -2.320, -4.664)  -0.003
H (0.032, -4.565, -4.208)  0.001
H (-0.712, -5.182, -1.938)  -0.003
H (-0.534, -3.563, -0.083)  -0.001
C (3.657, -1.095, 2.516)  -0.023
Sb (2.246, -2.002, 1.235)  -0.039
C (1.223, -3.311, 2.551)  0.003
C (3.454, -3.275, 0.081)  0.000
H (4.201, -1.904, 3.003)  -0.003
H (3.156, -0.487, 3.265)  0.000
H (4.345, -0.480, 1.942)  0.000
H (1.707, -4.285, 2.530)  0.000
H (0.178, -3.423, 2.271)  0.000
H (1.286, -2.900, 3.558)  0.000
H (3.865, -4.028, 0.751)  -0.001
H (4.260, -2.695, -0.363)  0.000
H (2.863, -3.747, -0.700)  0.000
C (-5.305, 0.673, 2.074)  0.000
C (-4.186, -0.300, 1.843)  0.001
O (-2.922, 0.478, 1.725)  0.013
P (-1.749, 0.059, 0.783)  0.026
O (-0.414, 0.742, 1.533)  0.034
C (-0.228, 0.734, 3.000)  0.004
C (-0.711, 2.035, 3.578)  0.001
O (-1.727, 0.970, -0.509)  0.025
C (-2.030, 2.425, -0.527)  0.002
C (-3.325, 2.644, -1.255)  0.001
H (-6.231, 0.116, 2.224)  0.000
H (-5.443, 1.336, 1.221)  0.000
H (-5.123, 1.269, 2.967)  0.000
H (-4.318, -0.883, 0.931)  0.001
H (-4.040, -0.977, 2.681)  0.000
H (0.841, 0.596, 3.145)  0.000
H (-0.751, -0.133, 3.406)  0.000
H (-0.182, 2.876, 3.130)  0.000
H (-0.510, 2.044, 4.651)  0.000
H (-1.782, 2.162, 3.431)  0.000
H (-1.182, 2.875, -1.037)  0.000
H (-2.053, 2.779, 0.502)  0.000
H (-3.282, 2.239, -2.265)  0.000
H (-3.515, 3.716, -1.326)  0.000
H (-4.162, 2.187, -0.729)  0.000